This record from the Open Molecules 2025 dataset describes 7 unconnected molecules or ions with the total composition C26H43F2N2O7S2. The level of theory is wB97M-V/def2-TZVPD.

Atoms and positions in Å:
1 C -1.07588 3.30850 -3.44117
2 H 1.60876 1.67220 1.81685
3 H -0.30779 -1.32375 4.69531
4 C 3.29909 3.07205 1.36456
5 H -1.07170 -3.38860 1.11518
6 C -5.13310 1.84189 2.89755
7 C -2.45117 1.21620 -2.15362
8 H -1.71055 1.06690 3.53170
9 H -2.92533 0.34473 -1.65817
10 H 0.30999 -3.04233 3.05571
11 H 0.02530 0.68900 -3.89469
12 H -4.27069 -1.25294 1.64764
13 H -3.98491 1.31935 -3.72877
14 C -2.93187 1.69152 -3.31861
15 H 2.64033 -0.14035 -3.54368
16 N -1.32258 -2.59568 0.27333
17 O 4.43049 1.06130 -1.47809
18 H -2.56159 -0.50953 1.26585
19 O -3.58559 -2.98366 -0.25512
20 H 1.87150 -4.02653 1.51877
21 H 1.09983 0.43988 -5.30120
22 C -4.84867 2.54816 1.70339
23 C -1.20087 1.77219 -1.63799
24 H 3.83588 0.47784 1.80724
25 O 5.84332 0.74063 0.71087
26 H 2.79177 -0.09137 0.51762
27 H 0.72848 -3.14447 -2.81217
28 S 4.70794 1.21076 -0.01543
29 O 1.05589 -2.12892 -5.81351
30 H 2.66798 3.89932 1.45416
31 C 4.52786 2.88439 0.46656
32 H 5.63386 3.14745 0.88234
33 H 3.76650 2.92995 2.32504
34 H 0.41282 -1.48881 2.41315
35 S 0.46785 -1.78373 -4.60645
36 H 1.86968 1.80861 0.11829
37 C 2.45283 -3.24935 1.38606
38 N 0.83895 -2.09018 3.24000
39 H -5.63526 3.10721 1.23155
40 H -3.02089 -1.86746 2.49196
41 C -3.97986 1.24153 3.65301
42 F -6.40260 1.74520 3.31080
43 C -2.74764 1.35230 3.05331
44 C 1.36141 -2.37457 -3.17360
45 H -1.44668 -3.01010 -1.68648
46 C 0.86352 0.02079 -4.27527
47 H -3.52167 3.09958 0.35300
48 C -2.26425 2.77709 -3.95932
49 C -0.97623 -3.28705 -0.94084
50 C 2.42384 1.79219 1.19865
51 C 1.84353 -0.06052 -3.19633
52 H 4.33712 3.30698 -0.57738
53 H 0.66817 -1.19172 -1.66445
54 H 3.45891 -3.60087 1.20434
55 H -2.42529 3.10312 -4.95085
56 C -3.65278 2.61411 1.19225
57 H 2.42330 -2.80073 -3.32120
58 C -0.51354 2.78508 -2.26307
59 H -0.52902 4.03867 -3.91627
60 H -0.80188 1.54731 -0.70933
61 H 0.21150 -3.27087 -0.95581
62 C 2.30439 -2.38102 2.64784
63 C -2.81299 -2.46512 0.49035
64 H -1.13292 -4.50567 -1.18934
65 C 3.26234 0.66402 1.02173
66 O 3.24222 -1.97332 3.46476
67 H 2.15158 -1.69216 -1.37223
68 H -1.61735 2.18739 1.46474
69 H -0.64090 -1.82233 0.55281
70 H -4.26376 0.84001 4.63281
71 O 0.10126 -0.73824 1.18502
72 C -2.50175 2.04343 1.86864
73 H 0.16516 0.10764 0.78194
74 H 1.57720 0.75046 -2.26922
75 C 0.75086 -1.41537 4.56888
76 H 0.91902 -0.32090 4.40227
77 O -0.90481 -2.12306 -4.46035
78 F 0.65062 3.26383 -1.75885
79 H 1.11479 -1.93303 5.44320
80 C -3.19933 -1.55170 1.59873
81 C 1.52342 -1.36166 -2.31222
82 H 2.13264 -2.54306 0.59130

Orbital gap ... 7.439 eV
ΔE to the lowest compared entry with this formula, charge and spin ... 76.6 kcal per mole
Spin multiplicity ... 1
Total charge ... +1
DFT total energy ... -2648.06314 Ha



This record from the Open Molecules 2025 dataset describes a molecular structure, C26H44BCsN12O7P. The level of theory is wB97M-V/def2-TZVPD.

Atoms and positions in Å:
1 N -2.00566 3.38894 0.87871
2 O 1.69832 -1.08181 -3.13801
3 H -4.78747 4.11598 2.60005
4 H -1.76987 2.27473 -1.80538
5 C 2.49811 2.27019 2.86638
6 H -3.02558 -6.70182 -0.88278
7 N 1.77935 3.19315 -1.46957
8 H 0.59355 -4.89113 3.29052
9 C -1.09856 3.75315 1.78411
10 H -3.53950 -3.60115 -0.53126
11 C -4.30048 2.90539 0.20119
12 H -5.27494 1.68735 1.68010
13 C -3.67161 0.51628 0.89170
14 H 1.80613 -2.77008 3.80547
15 C 1.52502 -3.59420 1.83547
16 H 4.16826 3.50068 1.07243
17 H 6.29805 -0.81961 -0.13426
18 N 0.26866 1.91027 -5.38942
19 H 1.17969 1.47762 4.45376
20 O 0.34353 -2.79551 1.69840
21 O 1.69272 -0.20286 -5.09937
22 H -4.06473 -0.33296 1.46271
23 C 5.52375 -0.09459 -0.32013
24 C -0.80396 -5.35438 -1.71370
25 H -0.06187 3.62285 1.49899
26 H -1.64931 2.90423 -4.25973
27 C -2.78445 4.40864 3.32558
28 C 2.61219 5.01032 -0.51627
29 O -1.79312 -1.84951 0.89812
30 C 0.64455 1.24683 2.29246
31 N 0.20420 0.43244 -3.51767
32 N 2.37208 2.24699 1.52438
33 Cs 1.07338 -0.24112 -0.86850
34 H 2.63165 -1.87121 2.52515
35 H 1.03756 1.37523 -5.76258
36 H -0.08743 -6.04813 -1.26742
37 H 1.46097 6.46499 -1.71429
38 H -5.16432 3.57096 0.11856
39 N 1.24244 1.62198 1.16992
40 H -3.43668 -4.50631 -2.06262
41 N 4.13695 1.61674 -0.14861
42 H -2.35969 -3.12501 -1.75372
43 H -5.52133 1.12248 0.01545
44 H -0.29905 0.71935 2.26408
45 C 1.22985 4.25845 -2.03573
46 H 1.67700 -4.19134 -0.22736
47 N -1.30829 2.10747 -3.75505
48 H 3.28797 -3.43213 3.07898
49 H 2.04790 -5.57890 2.53134
50 H -3.28473 -5.82371 0.64266
51 C 1.14900 -4.98480 2.35570
52 C -4.78751 1.53580 0.71210
53 C -1.83060 -4.91458 -0.66690
54 H -3.09533 4.81707 4.27981
55 H 4.70959 -0.57354 -2.35144
56 P -0.68474 -2.73492 0.44605
57 C 1.72056 5.44833 -1.47115
58 H -1.30170 -5.84821 -2.55077
59 H -2.59509 -0.69030 -0.05734
60 C 4.71117 0.03499 -1.45970
61 O -3.17660 0.04640 -0.35002
62 O -0.00166 -2.39679 -0.83827
63 C 5.11666 0.94247 0.49178
64 N 1.23608 -0.29320 -3.93876
65 C 1.40111 1.63267 3.41129
66 H 3.19876 -4.32325 0.68179
67 H 0.49475 4.14054 -2.81796
68 H -3.84275 2.78666 -0.77708
69 H 2.59028 -2.73542 0.16204
70 B 3.38048 2.80166 0.48717
71 C -2.53657 -6.13870 -0.08630
72 H -2.01245 0.77851 -2.43958
73 C 2.37383 -2.87097 2.87920
74 H -2.87111 0.96529 1.49477
75 H -0.26620 -4.47907 -2.07676
76 H 3.34429 2.73936 3.34202
77 O -1.15334 -4.30639 0.44340
78 H 5.46069 1.25598 1.46435
79 H -0.09345 2.72768 -5.84160
80 N 3.88346 1.06269 -1.33955
81 N 2.62745 3.65886 -0.54164
82 C -0.24122 1.46761 -4.22584
83 C 2.30247 -3.72017 0.52953
84 H 0.51460 -5.49076 1.63156
85 C -3.72930 4.01950 2.38997
86 H 3.23123 5.55998 0.17318
87 C -1.43909 4.25557 3.03018
88 H -0.66755 4.51599 3.74147
89 C -3.30478 3.48238 1.17616
90 C -2.86310 -3.97817 -1.29924
91 H -1.81320 -6.78348 0.41593
92 N -2.08033 1.77055 -2.64282

Orbital gap ... 7.991 eV
ΔE to the lowest compared entry with this formula, charge and spin ... 26.5 kcal per mole
Spin multiplicity ... 1
Total charge ... -1
DFT total energy ... -2587.43099 Ha



This record from the Open Molecules 2025 dataset describes a molecular structure, C26H44BCsN12O7P. The level of theory is wB97M-V/def2-TZVPD.

Atoms and positions in Å:
1 C 3.17169 -1.83434 4.31509
2 H 4.80149 -2.41744 2.19082
3 H 2.49697 -2.11134 5.12708
4 O 1.45995 -2.42104 2.82943
5 H 0.39743 5.05579 0.31742
6 O -0.76042 -2.24094 1.77333
7 H -3.85430 -2.42798 1.50174
8 N -3.31351 0.78459 1.54784
9 C 2.85955 -2.66071 3.07539
10 B -3.18229 2.20286 2.18675
11 H -3.67132 -0.37718 3.28859
12 C 1.68768 3.51830 0.13138
13 H -1.89247 -1.01343 -2.24219
14 H -2.32045 1.35703 4.64620
15 C -2.27870 0.89641 -3.19971
16 H -5.62897 2.93805 1.22533
17 H -2.60201 1.43856 -1.32929
18 H 3.07419 3.29504 1.53908
19 N -2.70107 4.06358 0.44005
20 H -1.64422 -0.97706 -3.98528
21 C 0.76907 -4.42428 -0.39486
22 C -1.53936 1.82654 4.07219
23 H 2.41445 -4.44229 4.21228
24 H 2.15127 2.56553 -6.81865
25 C -4.82958 4.45574 -0.20950
26 H -5.68143 4.86244 -0.72926
27 N -3.23829 0.54690 0.22534
28 C -3.47113 4.77623 -0.37168
29 C 1.04523 -0.11526 -5.08555
30 C -4.82118 3.48998 0.77047
31 C -3.58015 -0.36089 2.21376
32 N 0.65775 4.25537 -0.22861
33 O 3.01833 1.37222 1.07429
34 C 1.59734 0.59383 -6.13503
35 H -1.37573 -4.14339 -0.30590
36 Cs 0.19413 0.56683 1.15367
37 H 1.77427 -4.33165 -2.30522
38 C -0.22047 2.05903 4.39077
39 O 3.26221 0.75207 -0.99212
40 O 0.98730 -3.96239 0.95362
41 N 2.54442 4.02048 1.07627
42 H 0.94233 -1.19286 -5.13644
43 N 1.90938 2.42017 -0.59408
44 C -3.46653 -0.75650 0.07413
45 N 0.72104 1.89367 -3.84844
46 O -2.13828 1.77932 -2.11550
47 H 0.24842 3.22047 -1.86979
48 H 3.03622 -0.77288 4.09641
49 C 3.04750 -4.14648 3.37198
50 C -1.49766 -0.40909 -3.05904
51 H 1.61510 -6.30774 0.21976
52 C -0.00526 -0.18592 -2.80513
53 H -1.04958 3.61597 -0.94853
54 H 1.93638 0.08016 -7.02675
55 C 1.94721 -4.01404 -1.27340
56 N -1.78008 2.34550 2.84746
57 H -0.15164 -6.22940 0.33971
58 H -3.46612 -1.19893 -0.90948
59 H 2.86724 -4.48264 -0.91437
60 C -3.68728 -1.38317 1.30342
61 O 1.25512 -1.46587 0.45043
62 H -3.33360 0.66214 -3.38931
63 N -0.17491 3.97632 -1.33142
64 C 0.27270 2.74482 3.27087
65 C 1.71379 1.97213 -6.02622
66 H 0.49459 -1.15154 -2.69338
67 C 3.75958 -2.22779 1.91967
68 H 2.06834 -2.93040 -1.24460
69 H 0.15099 0.32319 -1.85401
70 H -0.51392 -2.81529 -1.08586
71 C 0.62721 0.56548 -3.94121
72 C 1.25357 2.57030 -4.86493
73 C 0.70910 -5.93870 -0.26585
74 H 2.76004 -4.73799 2.50217
75 N -3.54124 3.27298 1.14039
76 P 0.66685 -2.44228 1.42446
77 N -0.66453 2.90331 2.34277
78 N 2.77980 1.49303 -0.15615
79 H 2.16640 4.72712 1.68673
80 C -0.54673 -3.90131 -0.97394
81 H 4.20338 -2.00113 4.63337
82 H 3.63520 -1.16757 1.69429
83 H 1.30437 3.64782 -4.73637
84 H 3.52449 -2.78461 1.01140
85 H 0.29540 1.78017 5.29396
86 H -1.90553 1.43389 -4.07415
87 H -3.01992 5.48128 -1.05538
88 H 0.62402 -6.39962 -1.25281
89 H 4.09114 -4.35267 3.62201
90 H -3.98634 2.27071 3.08921
91 H 1.26631 3.13749 3.11930
92 H -0.72177 -4.35281 -1.95267

Orbital gap ... 8.036 eV
ΔE to the lowest compared entry with this formula, charge and spin ... 24.0 kcal per mole
Spin multiplicity ... 1
Total charge ... -1
DFT total energy ... -2587.43502 Ha



This record from the Open Molecules 2025 dataset describes a molecular structure, C26H44BFN6NiO4P. The level of theory is wB97M-V/def2-TZVPD.

Atoms and positions in Å:
1 B -1.21451 -0.56518 0.57339
2 P 0.65673 1.78532 0.25499
3 H 2.96606 2.50040 0.15351
4 H 1.45960 2.11489 2.52120
5 N 1.32834 -0.60875 2.64507
6 C 3.38919 0.28204 1.48825
7 O -2.28639 -1.33142 0.08987
8 H -4.92845 1.11443 1.21539
9 H -1.66148 2.37358 -0.04183
10 C -3.14133 0.00331 1.79469
11 H 3.36426 -4.81983 1.06702
12 C -4.67038 -1.48701 0.35466
13 C 1.87645 0.36408 -4.36742
14 H -3.87786 -2.68819 2.70944
15 H 0.66169 4.56987 -1.73087
16 H -3.61309 1.18785 0.03478
17 H -0.90646 -0.12369 -2.59745
18 C 1.72072 4.50689 1.41365
19 H 1.69127 5.58738 1.58440
20 H -3.36391 0.98998 3.69020
21 C 1.37640 -5.32312 0.46968
22 H 1.65816 -2.94362 -4.48045
23 H 2.90487 -1.64566 -2.12097
24 H -3.49895 2.09454 1.54958
25 O -1.71841 0.20660 1.66762
26 H 3.28936 -1.22700 2.95315
27 N 1.33881 -0.91534 -4.83724
28 H 2.93239 -2.39112 0.92393
29 O 4.37382 1.01427 1.65990
30 C -3.34098 -1.34867 1.07014
31 H 1.38856 1.17292 -4.91757
32 H 2.60444 4.09487 1.90391
33 H 0.71658 0.07574 3.06529
34 C -3.84315 1.16076 1.10020
35 H 2.56972 0.71211 -2.28356
36 C 2.39086 -4.44165 0.78074
37 C -3.08524 -2.54899 1.97079
38 H -0.76216 2.63594 -1.52422
39 F 1.61923 -6.66937 0.54239
40 H 2.94043 0.39397 -4.61320
41 H 1.52710 -2.72550 -2.14625
42 H -5.50925 -1.36937 1.04670
43 H -4.76905 -0.74286 -0.43290
44 C -0.72877 2.77209 -0.43906
45 N 1.82715 4.28124 -0.02385
46 C 0.12686 -4.88827 0.09073
47 H -2.13164 -2.45064 2.49019
48 H 0.94904 1.32739 -2.63293
49 H -0.30555 2.03262 2.45140
50 C 0.60980 4.77287 -0.65823
51 H 0.56894 5.85672 -0.51289
52 H -0.64839 -1.85132 -2.49618
53 H -0.64421 -5.61156 -0.14536
54 H 1.07916 -1.51480 3.01237
55 H 3.11387 -1.95328 -4.47115
56 N -0.63330 4.20778 -0.12974
57 C -0.64979 4.42676 1.31740
58 C 2.04641 2.85445 -0.31970
59 C 2.74585 -0.29534 2.76227
60 H -0.70758 5.50592 1.48813
61 C 0.87443 -2.54843 0.32249
62 Ni 0.74311 -0.59641 0.24016
63 H -1.54408 3.95877 1.73526
64 C 2.07037 -1.98736 -4.14882
65 N 0.52488 3.92579 2.02623
66 O 2.89456 -0.04569 0.36230
67 C -0.10088 -3.51123 0.02772
68 H -4.53651 -0.30236 3.42916
69 C -3.49508 -0.00883 3.27007
70 N 1.06413 -0.70760 -2.29890
71 H 2.97893 0.37864 3.59120
72 C 1.65103 0.51200 -2.83907
73 H -1.09055 -3.18317 -0.27168
74 C 1.94714 -1.83345 -2.61120
75 H 2.18201 2.73175 -1.39461
76 C 2.11976 -3.07699 0.70398
77 H -0.47916 -1.93577 -4.85077
78 H -0.61015 -0.18161 -4.94829
79 C 0.57879 2.45724 1.97340
80 C -0.07687 -0.99966 -4.45572
81 H -2.85500 -0.69651 3.81845
82 C -0.23814 -0.92966 -2.91462
83 H -4.74735 -2.47669 -0.09722
84 H -3.02724 -3.44082 1.34649

Orbital gap (alpha / beta) ... 5.926 / 6.076 eV
ΔE to the lowest compared entry with this formula, charge and spin ... 0.0 kcal per mole
Spin multiplicity ... 1
Total charge ... -1
DFT total energy ... -3621.12353 Ha



This record from the Open Molecules 2025 dataset describes a molecular structure, C26H44BeBrN3P2S. The level of theory is wB97M-V/def2-TZVPD.

Atoms and positions in Å:
1 H 4.44276 -2.73570 -2.89611
2 C -2.75697 1.59180 -2.10483
3 H 5.42926 -1.30547 -3.23527
4 C -5.19870 4.03166 -3.61733
5 H -3.26633 0.90698 -4.69900
6 H -0.23108 -3.74113 -2.66003
7 H -0.30058 -1.12101 -4.29344
8 H 1.14620 1.28541 2.07626
9 C 3.34951 -0.84308 -2.68158
10 C 1.80047 2.84654 -3.45524
11 H 5.29498 1.76058 -2.08206
12 H -4.59012 3.68619 -1.59852
13 C -0.65678 0.39086 1.63827
14 H 0.52725 1.30199 -4.28532
15 C -4.53136 2.54680 -5.25617
16 H 2.91685 1.71972 -1.22845
17 C 3.71335 1.23079 -0.64984
18 H 0.20241 -2.94398 0.10313
19 H 0.28279 -0.85502 3.03760
20 H 3.28948 0.13875 -3.17171
21 C -1.43387 1.16227 -2.52843
22 H -1.42068 -1.05691 2.81276
23 H -5.81132 4.91355 -3.39269
24 C -4.50199 3.34519 -2.62676
25 C 5.09244 1.80122 -1.00420
26 Be -1.33444 0.20714 -1.15449
27 C 2.65402 -1.32782 0.28567
28 N 0.39844 1.19370 1.38818
29 H -3.79020 -2.19621 0.07623
30 H -1.36659 0.51003 -3.41374
31 C -3.68566 2.24183 -3.00300
32 H 0.47018 -2.64053 -4.77172
33 C -2.98205 -2.55254 -1.94662
34 H 3.80836 -1.07245 2.15922
35 P 3.76082 -0.57708 -0.93027
36 H -1.18326 -2.21960 0.91653
37 H 4.21710 -1.85666 -4.41586
38 C 1.87140 3.88538 -2.51576
39 H 0.83764 -2.38599 -2.34963
40 H -1.28287 -2.57705 -4.60545
41 H -3.09095 1.54886 -1.06077
42 N -0.59583 -0.47914 2.66472
43 H 0.89292 4.88395 -0.86870
44 C 3.48171 -1.86151 1.46828
45 C 4.42252 -1.73356 -3.34684
46 H 0.28696 1.94912 0.70924
47 H 5.88375 1.22384 -0.50470
48 C -3.76257 1.81268 -4.35122
49 H -4.89076 -3.01875 -1.04709
50 H 5.16382 2.84213 -0.68675
51 N -5.20564 3.64035 -4.88858
52 H 1.94308 -0.54242 0.59655
53 H -2.87728 -3.63122 -2.10362
54 H -0.93683 -4.88010 0.88184
55 H -3.21621 -2.12938 -2.92500
56 H 2.36058 -1.31319 -2.74139
57 H 3.49091 1.38431 0.42217
58 H -4.60587 -1.28336 -1.18304
59 P -1.32307 -1.93611 -1.47422
60 H 2.56520 2.74360 -4.20996
61 S -2.11070 0.49487 0.74522
62 H -1.49416 -4.79165 -0.78662
63 C -0.34385 -2.20863 -4.17519
64 C -0.24459 3.16104 -1.53435
65 H 2.91223 -2.59169 2.05488
66 H 4.38887 -2.36155 1.09814
67 C -0.89895 -2.86443 0.06564
68 H -1.09307 3.31794 -0.87198
69 Br 3.33771 5.02319 -2.56444
70 C -0.16821 -2.64437 -2.72143
71 C -4.11430 -2.24255 -0.97289
72 H -2.54551 -4.23720 0.54142
73 C 0.85753 4.04694 -1.55507
74 H 2.09722 -2.13353 -0.21361
75 C 0.65830 2.04179 -3.49086
76 C -1.51129 -4.26463 0.17483
77 H -4.62428 2.22731 -6.29439
78 C -0.31514 2.14460 -2.49273

Orbital gap (alpha / beta) ... 3.329 / 3.328 eV
ΔE to the lowest compared entry with this formula, charge and spin ... 7.0 kcal per mole
Spin multiplicity ... 1
Total charge ... +2
DFT total energy ... -4850.44882 Ha